Entry from the OMol25 dataset: a molecular structure, C36H43N4O3SiW (the ωB97M-V functional and the def2-TZVPD basis).

Last column: Mulliken charge in e.
Element x y z (Å)
W: 0.69 -0.49 -0.04  2.622
C: 2.95 -0.39 2.11  -1.599
N: 1.54 0.09 2.08  0.396
C: 1.64 1.55 2.42  -0.701
C: 0.36 2.25 2.84  -1.121
C: -0.55 2.58 1.69  -0.877
N: -1.03 1.39 0.95  1.388
C: -2.07 1.27 -1.39  0.047
C: -1.67 0.57 -2.63  -1.407
C: -1.90 0.98 -3.93  0.008
C: -1.48 0.19 -4.99  -1.037
C: -0.84 -1.01 -4.75  -0.690
C: -0.59 -1.44 -3.45  -0.457
C: -1.02 -0.64 -2.41  0.119
O: -0.82 -1.01 -1.09  -0.499
C: 0.79 -0.59 3.20  -0.617
C: 0.92 -2.10 3.30  -0.856
C: 0.28 -2.83 2.13  -0.451
N: 0.70 -2.16 0.92  0.467
C: 1.13 -2.59 -0.33  -1.294
C: 2.59 -2.74 -0.61  0.873
C: 3.31 -3.91 -0.75  -0.755
C: 4.67 -3.85 -1.05  -0.762
C: 5.29 -2.62 -1.23  -0.718
C: 4.58 -1.44 -1.12  -0.905
C: 3.24 -1.53 -0.81  0.150
O: 2.45 -0.40 -0.69  -0.591
H: 3.32 -0.34 3.13  0.632
H: 3.55 0.26 1.48  0.232
H: 3.03 -1.41 1.75  0.349
H: 2.07 2.05 1.55  -0.101
H: 2.36 1.62 3.24  0.710
H: 0.67 3.20 3.29  0.579
H: -0.16 1.71 3.63  0.299
H: -0.01 3.20 0.97  0.455
H: -1.40 3.16 2.04  0.465
H: -2.95 0.84 -0.91  0.855
H: -2.41 1.92 -4.11  0.538
H: -1.67 0.51 -6.01  0.394
H: -0.52 -1.63 -5.58  0.448
H: -0.09 -2.37 -3.25  0.421
H: -0.26 -0.32 3.11  -0.012
H: 1.18 -0.15 4.13  0.510
H: 0.42 -2.40 4.23  0.519
H: 1.96 -2.40 3.41  0.269
H: -0.81 -2.79 2.20  0.000
H: 0.58 -3.87 2.10  0.557
H: 0.45 -3.21 -0.90  0.656
H: 2.82 -4.87 -0.62  0.539
H: 5.23 -4.76 -1.16  0.440
H: 6.35 -2.59 -1.47  0.465
H: 5.05 -0.47 -1.27  0.511
C: 0.78 3.79 -2.67  -1.479
Si: 1.50 2.22 -1.97  0.351
C: 3.01 2.74 -0.99  -1.066
C: 1.97 1.14 -3.42  -0.692
N: 0.41 1.36 -0.87  1.286
C: -0.94 1.66 -0.50  -0.257
C: -1.86 2.73 -1.08  0.072
C: -2.87 3.40 -0.23  -1.300
C: -3.56 2.88 0.80  -1.386
C: -3.42 1.55 1.40  -0.635
C: -2.27 0.87 1.40  -0.341
O: -2.11 -0.43 1.79  0.620
C: -3.25 -1.23 1.90  -0.504
C: -3.74 -1.86 0.77  0.346
C: -4.85 -2.69 0.90  -0.942
C: -5.43 -2.88 2.15  -0.633
C: -4.91 -2.25 3.27  -0.804
C: -3.81 -1.42 3.15  -0.355
H: 1.59 4.28 -3.23  0.459
H: 0.43 4.50 -1.92  0.411
H: -0.03 3.61 -3.39  0.361
H: 3.75 3.21 -1.66  0.515
H: 3.50 1.90 -0.50  0.118
H: 2.75 3.48 -0.23  0.325
H: 2.68 1.68 -4.06  0.515
H: 1.09 0.92 -4.03  0.153
H: 2.43 0.20 -3.14  0.066
H: -1.46 3.35 -1.88  0.664
H: -3.11 4.42 -0.51  0.488
H: -4.33 3.51 1.24  0.381
H: -4.30 1.09 1.83  0.519
H: -3.26 -1.70 -0.18  0.471
H: -5.25 -3.19 0.03  0.467
H: -6.29 -3.53 2.25  0.425
H: -5.36 -2.41 4.24  0.429
H: -3.39 -0.91 4.01  0.487

Its HOMO energy is -0.394 Ha. The spin multiplicity is 1. As for the strongest force on any atom: 0.12 eV/Å. Its HOMO-LUMO gap is 0.2716 hartree. The charge is +1.